Computed, not measured: a cluster of 4 separate species, C3H17N2O3 in total at a distorted geometry, with ωB97M-V with the def2-TZVPD basis set.

ΔE to the lowest compared entry with this formula, charge and spin in kJ/mol: 180.03
Total charge: +1

Positions of all 25 atoms, in Å:
C  0.54568  -1.11958  -0.68609
C  -0.45202  -0.88716  -1.87913
C  -1.88305  -0.86518  -1.42139
N  -2.24642  0.28180  -0.52027
N  0.41740  -0.09791  0.45391
H  1.57019  -1.20892  -1.00918
H  0.13639  -1.93314  -0.07945
H  0.02505  0.01204  -2.34989
H  -0.24335  -1.65295  -2.65358
H  -2.57674  -1.06572  -2.27092
H  -2.18555  -1.72126  -0.77744
H  -1.81144  1.15003  -0.81073
H  1.34735  0.32679  0.72822
H  -3.23869  0.43888  -0.55370
H  0.19437  -0.57491  1.33038
H  -0.28409  0.63677  0.44758
H  -1.21992  -0.10165  3.70729
H  -2.39024  -0.16099  2.57903
O  -1.52058  0.16829  2.83536
H  3.75163  -0.65862  0.62739
H  3.28451  0.60128  -0.19237
O  3.05434  -0.00108  0.52801
H  1.52207  3.54942  0.50665
H  2.39271  2.24034  1.05194
O  1.81043  2.64344  0.40837



Computed, not measured: a cluster of 4 separate species, C3H17N2O3 in total at a distorted geometry, with ωB97M-V with the def2-TZVPD basis set.

ΔE to the lowest compared entry with this formula, charge and spin in kJ/mol: 311.80
Total charge: +1

Positions of all 25 atoms, in Å:
C  0.93307  0.76045  0.31489
C  1.61695  0.54930  1.60838
C  1.93682  -0.98074  1.83683
N  1.94475  -1.62524  3.20903
N  -0.47636  0.20022  0.13918
H  1.58400  0.33266  -0.59700
H  0.78254  1.92951  -0.17872
H  0.92436  0.65194  2.45121
H  2.52694  1.14443  1.75216
H  1.11025  -1.62318  1.37863
H  2.87041  -1.30215  1.39669
H  2.26895  -1.02589  3.82314
H  2.46904  -2.51860  3.28475
H  -0.81887  0.16193  1.07620
H  -1.15205  0.85028  -0.43326
H  -0.50233  -0.72939  -0.29384
H  -1.69996  2.85837  -1.49591
H  -1.76693  1.90656  -2.65344
O  -1.83105  1.88766  -1.69723
H  -3.21434  1.59124  -3.31658
H  -2.92769  0.83744  -4.68012
O  -2.48198  1.47980  -4.04769
H  -1.81845  -1.98611  -1.51968
H  -0.99202  -3.15351  -0.66362
O  -1.28607  -2.19700  -0.69400



Computed, not measured: a cluster of 4 separate species, C3H17N2O3 in total at a distorted geometry, with ωB97M-V with the def2-TZVPD basis set.

ΔE to the lowest compared entry with this formula, charge and spin in kJ/mol: 211.06
Total charge: +2
Expectation value of S²: 0.754
2S+1: 2

Positions of all 25 atoms, in Å:
C  1.29316  0.59223  -0.51587
C  1.68022  -0.82463  -1.07262
C  1.78965  -1.90423  0.05698
N  0.43011  -2.15322  0.57092
N  -0.12483  0.49089  0.22861
H  1.27095  1.51372  -1.15023
H  2.10882  0.75959  0.14724
H  1.07097  -1.37329  -1.88859
H  2.80530  -0.71599  -1.42874
H  2.20060  -2.84676  -0.31049
H  2.47916  -1.56281  0.83699
H  -0.11848  -2.34220  -0.20038
H  -0.87861  0.94880  -0.33842
H  0.40887  -3.03522  1.11593
H  -0.00987  0.72100  1.16119
H  -0.33596  -0.54827  0.16823
H  -1.29397  0.01882  3.44479
H  -0.11359  -0.94920  3.44069
O  -0.57094  -0.23026  2.83436
H  -0.33147  3.49908  -1.34225
H  -1.00122  2.36610  -2.03280
O  -0.64515  2.61509  -1.10521
H  -3.71773  0.47066  -1.17844
H  -3.16196  1.70332  -0.85330
O  -2.79603  0.84377  -1.22904



Computed, not measured: a cluster of 5 separate species, C3H17NO4 in total at a distorted geometry, with ωB97M-V with the def2-TZVPD basis set.

ΔE to the lowest compared entry with this formula, charge and spin in kJ/mol: 53.12
Total charge: +1
Expectation value of S²: 0.754
2S+1: 2

Positions of all 25 atoms, in Å:
C  -0.32767  -0.09531  1.84002
N  0.36231  -1.05111  0.88112
C  -0.30990  -1.11479  -0.41773
C  1.78170  -0.86647  0.74199
H  -0.82873  -0.83216  2.46410
H  -1.00519  0.50205  1.26154
H  0.39828  0.41826  2.45800
H  0.37494  -1.35951  -1.22186
H  -1.15316  -1.80390  -0.43051
H  -0.66804  -0.12117  -0.68046
H  1.95274  -0.41615  -0.22928
H  2.18391  -1.88297  0.59092
H  2.25144  -0.25266  1.49503
H  -1.13355  2.03322  -0.22954
H  -1.10173  3.45972  -0.68537
O  -0.84561  2.90823  0.06524
H  2.68213  2.24358  -2.14430
H  2.51193  0.73256  -2.11408
O  2.06622  1.55257  -1.87280
H  -2.04836  -1.85963  2.61440
H  -3.44039  -1.36601  3.10465
O  -2.80129  -2.08445  3.16157
H  -0.37303  -0.15245  -4.13790
H  0.10044  0.97324  -3.08989
O  -0.62940  0.43531  -3.42485



Computed, not measured: a cluster of 5 separate species, C3H18NO4 in total at a distorted geometry, with ωB97M-V with the def2-TZVPD basis set.

ΔE to the lowest compared entry with this formula, charge and spin in kJ/mol: 283.20
Total charge: +1

Positions of all 26 atoms, in Å:
C  0.49373  -2.08849  1.34410
C  -0.95142  -1.68983  1.21077
N  -0.95972  -0.27143  0.62830
C  -2.35410  0.14340  0.73035
H  1.16195  -1.78520  0.58073
H  0.87731  -1.76292  2.21867
H  0.56235  -3.22269  1.35979
H  -1.39190  -2.54363  0.53797
H  -1.56881  -1.90217  1.98750
H  -0.64886  -0.30524  -0.37049
H  -0.34557  0.33182  1.20929
H  -2.54912  1.00964  0.01811
H  -2.58609  0.68627  1.66565
H  -3.03905  -0.76863  0.52053
H  0.38954  1.48307  2.39842
H  -0.11896  2.77445  1.98295
O  -0.29767  1.86821  1.92100
H  4.05552  0.75294  -2.38841
H  3.44682  -0.16073  -1.42732
O  3.35837  0.71549  -1.69517
H  -1.93174  -1.81940  -2.61482
H  -0.71003  -0.94238  -2.79530
O  -1.15252  -1.44122  -2.15539
H  2.71295  3.40467  -2.75644
H  1.54632  3.54142  -1.67738
O  2.00072  3.99256  -2.43341



Computed, not measured: a cluster of 6 separate species, C3H18NO6S in total, with ωB97M-V with the def2-TZVPD basis set.

ΔE to the lowest compared entry with this formula, charge and spin in kJ/mol: 0.00
Total charge: +1

Positions of all 29 atoms, in Å:
O  0.79376  -2.73974  1.42872
C  1.53074  -1.82368  1.20581
C  1.22735  -0.79398  0.12399
C  2.31576  -0.67139  -0.91848
S  3.83494  0.10394  -0.28724
N  -0.14107  -1.08355  -0.39902
H  2.48178  -1.59563  1.71594
H  1.13307  0.16473  0.63722
H  2.00743  -0.08284  -1.77417
H  2.69247  -1.64097  -1.24680
H  3.37139  1.23167  0.28153
H  -0.40280  -0.38266  -1.10236
H  -0.80050  -0.95871  0.38469
H  -0.32120  -2.02164  -0.73267
H  -0.65956  1.18166  1.71223
H  -1.14047  2.60868  1.47996
O  -0.46419  1.98260  1.19865
H  -2.97446  -0.36721  -0.87948
H  -3.50689  -1.74092  -0.37876
O  -2.91369  -1.01399  -0.16335
H  -1.60981  -0.63684  3.06824
H  -2.48599  -0.47922  1.79964
O  -1.57169  -0.48888  2.11637
H  1.14321  2.59286  -1.97597
H  0.58679  2.53257  -0.52260
O  0.95542  2.00732  -1.23528
H  -1.06256  1.65911  -1.41195
H  -2.32022  1.43714  -2.36401
O  -1.69900  1.01956  -1.76086



Computed, not measured: a cluster of 6 separate species, C3H19NO5S2 in total at a distorted geometry, with ωB97M-V with the def2-TZVPD basis set.

Total charge: +1
Expectation value of S²: 0.755
2S+1: 2
Calculated total energy in eV: -36808.0085

Positions of all 30 atoms, in Å:
N  0.81124  -0.45243  -1.54054
C  -0.67053  -0.60912  -1.64683
C  -1.04730  -1.68995  -2.64533
C  -1.38548  0.71634  -1.94455
S  -1.38229  1.60894  -0.36842
S  0.45031  1.95305  0.42673
H  1.23482  -1.00728  -2.27600
H  0.95418  0.51298  -1.82496
H  -1.10603  -0.97248  -0.70687
H  -0.38852  -1.65335  -3.51888
H  -0.84922  -2.71817  -2.32919
H  -2.10026  -1.69955  -2.91739
H  -1.06383  1.28431  -2.81774
H  -2.44070  0.46716  -2.09758
H  0.71931  3.15960  -0.14363
H  -1.17959  -2.08927  2.51348
H  0.35066  -2.18205  2.03813
O  -0.34240  -2.55313  2.59719
H  2.81168  -2.17927  0.85803
H  1.53569  -1.29891  0.56939
O  1.96343  -1.88789  1.20071
H  3.20113  1.44658  -3.01977
H  2.57384  2.78836  -3.01538
O  2.37930  1.87428  -2.78724
H  -2.61360  -0.06461  2.60700
H  -3.13861  -0.36232  1.11950
O  -3.11349  -0.64651  2.03275
H  2.44402  -1.74108  3.03977
H  1.42346  -1.66770  4.12688
O  2.15430  -1.15199  3.76190



Computed, not measured: a structure of composition C3H19NO7 at a distorted geometry, with ωB97M-V with the def2-TZVPD basis set.

ΔE to the lowest compared entry with this formula, charge and spin in kJ/mol: 329.24
Total charge: 0

Positions of all 30 atoms, in Å:
C  0.71871  1.98887  1.79456
C  1.42883  0.89184  1.63168
C  1.67279  3.21218  0.04226
N  0.67299  2.99947  0.78600
H  0.08206  2.12321  2.65667
H  1.93687  0.69044  0.69914
H  1.52098  0.05840  2.31769
H  1.40776  3.77000  -0.86534
H  2.65376  2.71766  -0.01317
H  2.57146  -2.88131  -1.27284
H  0.93322  -2.78432  -1.72120
O  1.70004  -2.54560  -1.05073
H  0.12083  -3.82386  1.45942
H  0.91863  -2.89394  0.55914
O  0.48228  -2.93021  1.43636
H  -1.29872  -2.18045  1.27630
H  -1.60608  -1.24791  2.32451
O  -1.90469  -1.43035  1.42236
H  -0.21023  1.15970  -1.78837
H  0.79803  1.31803  -2.90617
O  0.46719  0.66322  -2.28207
H  -3.05748  0.55013  -0.24606
H  -3.89561  -0.27965  0.71348
O  -3.95670  0.46530  0.10871
H  -0.63517  -1.74344  -1.70692
H  0.51363  -1.30377  -2.66299
O  0.09111  -2.07086  -2.24555
H  -1.64003  2.61465  -0.22659
H  -1.00253  1.19590  0.21287
O  -1.48393  1.69668  -0.45313



Computed, not measured: a structure of composition C3H2 at a distorted geometry, with ωB97M-V with the def2-TZVPD basis set.

ΔE to the lowest compared entry with this formula, charge and spin in kJ/mol: 507.66
Total charge: 0

Positions of all 5 atoms, in Å:
C  0.44364  -0.58837  -0.21242
C  2.40288  -0.01481  -0.01877
C  -0.68267  0.00354  -0.03125
H  -1.58914  -0.41683  -0.35342
H  -0.57470  1.01647  0.61586



Computed, not measured: a cluster of 6 separate species, C3H20N2O5S2 in total at a distorted geometry, with ωB97M-V with the def2-TZVPD basis set.

ΔE to the lowest compared entry with this formula, charge and spin in kJ/mol: 97.43
Total charge: 0

Positions of all 32 atoms, in Å:
S  -2.33874  -1.64653  -2.68058
S  -1.73580  0.27264  -2.27614
C  -0.02555  0.11256  -1.65837
C  0.14689  -0.39107  -0.24863
C  1.68780  -0.34271  0.16961
N  2.15907  -1.47972  0.88995
N  -0.44990  -1.70530  -0.00864
H  -2.24851  -2.17760  -1.44881
H  0.46341  1.08780  -1.74886
H  0.56020  -0.41214  -2.42079
H  -0.39810  0.32658  0.36056
H  1.78572  0.57615  0.73777
H  2.22854  -0.33883  -0.77259
H  2.06227  -1.68421  1.87026
H  2.93251  -1.98935  0.51415
H  -0.14022  -2.29979  -0.77273
H  -0.07398  -2.10639  0.83956
H  -2.64267  -1.28574  1.62828
H  -3.64638  -0.27549  2.08849
O  -2.79530  -0.65319  2.34708
H  1.34248  -2.29530  -3.42722
H  2.27002  -1.24533  -3.87812
O  2.11404  -1.80350  -3.09955
H  -0.73946  1.00744  3.84696
H  -1.32783  0.37018  2.59151
O  -0.75206  1.10470  2.88616
H  1.26036  2.22729  1.13411
H  0.19634  2.37765  2.09707
O  0.79589  2.95182  1.56889
H  -0.56698  3.60420  0.24936
H  -1.54293  4.07364  -0.75354
O  -0.58112  4.03951  -0.62519



> Which value of total charge does entry 2 give?

+1